This record from the Open Molecules 2025 dataset describes a molecular structure, C3H2BaO2 in a non-equilibrium geometry. The level of theory is the ωB97M-V functional and the def2-TZVPD basis.

LUMO level   -1.15 eV
F_max   3.4 eV/A
Energy above the lowest of the compared OMol25 structures with the same formula, charge and spin   1.066 eV
Frontier orbital gap   3.95 eV
HOMO   -5.10 eV

Geometry as XYZ:
```
8
Properties=species:S:1:pos:R:3:forces:R:3
Ba -2.279 -1.164 -0.743 2.5 1.4 1.3
O 0.106 -0.375 -1.292 0.4 -1.8 -1.2
O -0.719 -0.903 1.174 -0.4 -0.2 -0.3
C 0.086 0.129 0.861 -1.2 0.2 -0.3
C 0.955 0.082 -0.270 -2.7 1.6 -1.3
C -0.457 0.974 -0.866 2.0 -0.9 1.8
H 0.323 0.890 1.623 -0.2 -0.4 0.0
H 1.985 0.367 -0.487 -0.5 0.0 0.0
```
Positions in Å, forces in eV/Å.


This record from the Open Molecules 2025 dataset describes a gas-phase ion, C8H12N3 (charge +1). The level of theory is the ωB97M-V functional and the def2-TZVPD basis.

LUMO level   -4.60 eV
F_max   0.8 eV/A
Energy above the lowest of the compared OMol25 structures with the same formula, charge and spin   1.106 eV
SMILES   C=CCCC(=[NH2+])n1ccnc1
Frontier orbital gap   8.93 eV
HOMO   -13.52 eV
Net charge   +1

Geometry as XYZ:
```
23
Properties=species:S:1:pos:R:3:forces:R:3
N -2.514 -1.997 -0.688 -0.6 0.2 -0.1
N 1.434 -0.972 1.230 -0.1 -0.4 -0.1
N -0.663 -1.348 0.364 -0.1 -0.2 0.1
C 0.343 1.041 -2.098 0.0 0.0 -0.1
C 0.306 1.806 0.264 -0.1 -0.1 -0.1
C -1.600 -3.029 -0.718 0.7 0.1 0.3
C 0.210 -0.559 1.004 0.1 0.1 0.0
C -0.466 -2.659 -0.087 -0.1 -0.7 -0.3
C -0.152 0.827 1.386 0.1 0.5 -0.1
C -1.976 -1.034 -0.056 -0.1 0.2 0.1
C -0.327 1.506 -1.060 0.1 0.1 0.2
H 1.392 1.772 0.168 0.0 0.0 0.1
H -1.841 -3.958 -1.195 0.1 -0.2 0.0
H 2.106 -0.393 1.711 -0.2 0.1 0.0
H -0.134 0.854 -3.044 -0.1 0.0 -0.2
H -2.453 -0.098 0.143 0.0 0.3 0.1
H -1.385 1.714 -1.142 -0.2 0.0 -0.1
H 1.762 -1.881 0.927 -0.1 0.2 0.0
H -1.223 0.932 1.543 0.0 -0.1 0.1
H 0.022 2.809 0.586 0.1 0.0 0.1
H 0.420 -3.232 0.096 0.2 0.0 0.1
H 0.360 1.105 2.308 -0.1 -0.2 0.1
H 1.407 0.862 -2.052 0.2 0.0 0.0
```
Positions in Å, forces in eV/Å.


This record from the Open Molecules 2025 dataset describes 3 unconnected molecules or ions with the total composition C3H11NO2 in a non-equilibrium geometry. The level of theory is the ωB97M-V functional and the def2-TZVPD basis.

LUMO level   0.39 eV
F_max   1.4 eV/A
Energy above the lowest of the compared OMol25 structures with the same formula, charge and spin   5.486 eV
Frontier orbital gap   8.80 eV
HOMO   -8.42 eV

Geometry as XYZ:
```
17
Properties=species:S:1:pos:R:3:forces:R:3
O -1.010 -0.368 -0.485 0.7 0.3 1.0
O 1.077 0.582 -1.375 -0.2 -0.3 0.0
N 1.464 0.334 -0.049 0.1 -0.1 -0.1
C -2.313 0.063 -0.715 -0.1 0.2 0.3
C -0.405 0.550 1.168 -1.3 -0.4 -0.3
C 2.035 -1.003 0.108 0.0 0.3 -0.2
H -1.253 -0.003 1.549 -0.2 0.2 0.0
H 1.244 -1.721 -0.097 0.0 0.0 0.0
H -2.862 -0.699 -1.282 0.1 0.0 0.0
H 0.123 0.211 -1.302 0.6 0.4 -0.1
H -2.365 1.015 -1.267 0.0 -0.1 0.0
H 2.132 1.061 0.198 0.0 -0.1 -0.1
H 2.373 -1.119 1.140 0.0 0.0 0.0
H -2.870 0.209 0.230 0.1 0.0 -0.1
H -0.631 1.561 0.853 0.0 -0.1 0.0
H 0.391 0.495 1.902 0.2 -0.2 -0.4
H 2.871 -1.167 -0.577 0.0 0.0 0.0
```
Positions in Å, forces in eV/Å.


This record from the Open Molecules 2025 dataset describes 4 unconnected molecules or ions with the total composition H9NO3 in a non-equilibrium geometry. The level of theory is the ωB97M-V functional and the def2-TZVPD basis.

LUMO level   0.57 eV
F_max   1.2 eV/A
Energy above the lowest of the compared OMol25 structures with the same formula, charge and spin   0.357 eV
SMILES   N.O.O.O
Frontier orbital gap   10.77 eV
HOMO   -10.21 eV

Geometry as XYZ:
```
13
Properties=species:S:1:pos:R:3:forces:R:3
O 1.976 0.179 3.224 -0.2 -0.2 -0.2
O -1.708 -0.214 -1.381 0.0 0.0 0.2
O 0.016 1.715 -2.847 0.3 0.2 -0.1
N -0.313 -1.617 1.242 1.0 0.5 -0.5
H 1.153 -0.092 2.787 0.1 0.0 0.1
H -0.998 0.113 -1.947 0.0 0.1 0.0
H -1.800 -1.153 -1.565 0.0 0.0 -0.1
H -0.786 -0.914 0.670 -0.6 -0.4 0.4
H -0.841 -2.459 1.417 -0.5 0.2 -0.1
H 0.438 -1.899 0.618 0.2 -0.1 0.2
H 2.467 -0.646 3.291 0.0 0.1 0.0
H 0.806 2.265 -2.738 -0.3 -0.3 0.0
H -0.609 2.274 -3.319 0.0 0.0 0.0
```
Positions in Å, forces in eV/Å.


This record from the Open Molecules 2025 dataset describes a molecular structure, C5H12N4 in a non-equilibrium geometry. The level of theory is the ωB97M-V functional and the def2-TZVPD basis.

LUMO level   0.62 eV
F_max   3.8 eV/A
Energy above the lowest of the compared OMol25 structures with the same formula, charge and spin   4.339 eV
Frontier orbital gap   7.53 eV
HOMO   -6.91 eV

Geometry as XYZ:
```
21
Properties=species:S:1:pos:R:3:forces:R:3
N -0.541 -0.859 -0.617 -0.4 1.7 0.3
N 0.884 1.997 1.093 -0.1 0.0 0.1
N -1.687 1.698 -0.999 -1.1 0.9 -1.2
N 1.889 -0.878 0.461 -0.7 -0.6 0.1
C 0.647 -0.485 0.746 2.5 2.2 -0.6
C 0.226 1.002 0.451 0.2 -1.6 -0.2
C 0.145 -0.879 2.132 -0.6 -0.5 -0.6
C -0.192 -1.304 -1.961 0.3 0.2 0.3
C -0.725 0.951 -0.474 0.6 -3.5 1.4
H 0.453 -0.570 -2.449 0.0 0.1 0.1
H -0.949 -1.640 -0.105 -1.2 0.6 -0.2
H 0.739 2.933 0.743 0.3 -0.1 0.2
H 0.736 -0.371 2.895 0.0 0.0 -0.2
H -2.655 1.422 -0.871 0.3 0.2 0.2
H 0.262 -1.957 2.255 0.0 0.1 0.1
H 0.355 -2.250 -1.946 -0.1 0.0 0.1
H 1.830 1.699 1.336 -0.3 0.4 -0.1
H 2.111 -0.637 -0.509 0.2 0.4 0.3
H -1.101 -1.407 -2.559 0.1 -0.1 -0.1
H -0.903 -0.602 2.276 0.0 0.0 0.0
H -1.527 2.137 -1.897 -0.1 -0.3 0.0
```
Positions in Å, forces in eV/Å.


This record from the Open Molecules 2025 dataset describes 5 unconnected molecules or ions with the total composition C32H45ClI2N5O4P in a non-equilibrium geometry. The level of theory is the ωB97M-V functional and the def2-TZVPD basis.

LUMO level   -0.54 eV
F_max   6.9 eV/A
SMILES   C#C[C@]1(I)C(=O)N[C@@](I)([C@H](Cl)CC)[C@H]1CCCP(=O)(OCC)OCC.c1cc[nH]c1.c1cc[nH]c1.c1cc[nH]c1.c1cc[nH]c1
Frontier orbital gap   7.40 eV
HOMO   -7.94 eV

Geometry as XYZ:
```
90
Properties=species:S:1:pos:R:3:forces:R:3
I -1.115 -1.033 -5.264 0.1 -0.5 0.2
I 2.667 -3.147 -1.539 -0.4 -0.3 -0.7
Cl 0.253 -3.426 0.887 -0.6 -1.1 -0.8
P -4.551 -5.007 -2.976 0.8 2.3 3.1
O 0.284 0.220 -2.607 -0.4 -6.9 0.6
O -5.939 -5.918 -2.545 2.0 1.8 -1.0
O -4.916 -3.673 -4.031 0.1 -3.6 0.7
O -3.979 -4.418 -1.653 -1.2 -1.5 -3.7
N 3.545 7.327 7.315 0.1 0.0 0.1
N 0.001 -1.998 -1.467 -0.5 0.3 -2.2
N 0.732 5.845 3.875 0.0 0.1 0.0
N 3.657 5.005 -0.458 0.1 0.1 0.0
N 0.768 1.190 1.865 0.0 0.0 0.1
C 2.084 5.976 4.048 0.1 -0.1 0.1
C 4.998 5.940 1.043 -0.3 0.0 0.1
C -6.628 -5.353 -1.387 -1.8 0.3 1.4
C 3.692 7.066 8.652 0.0 0.0 0.0
C 3.688 5.642 0.754 -0.1 0.0 0.1
C -5.534 -4.174 -5.279 -1.1 0.7 -0.2
C 1.037 -0.151 1.894 0.0 0.0 -0.1
C -1.764 -5.636 -3.360 -1.1 -0.2 -0.3
C 4.418 8.315 6.947 0.0 0.0 0.0
C -6.608 -3.016 -5.734 0.3 -1.5 0.0
C 0.752 -5.744 -0.565 -0.5 -0.7 -0.1
C -0.041 -4.347 -0.720 0.6 -0.2 -0.1
C 2.949 -1.621 -5.147 -6.3 -0.4 1.9
C -3.248 -6.044 -3.936 0.0 0.0 -0.5
C 1.214 1.769 3.024 0.0 0.0 0.0
C -0.021 -3.546 -3.413 1.5 -0.2 -1.7
C 5.786 5.471 -0.038 0.0 -0.1 -0.3
C 0.326 -2.025 -3.933 1.6 0.7 -0.9
C 4.931 4.901 -0.950 0.1 0.0 0.0
C -1.516 -4.082 -3.702 0.3 0.6 -0.1
C 1.670 -0.432 3.082 -0.1 -0.1 -0.2
C 0.503 -3.370 -1.896 -1.2 0.4 1.3
C 4.666 7.902 9.143 -0.1 -0.2 0.2
C 1.782 0.786 3.798 0.0 0.3 0.1
C 1.700 -1.855 -4.791 5.8 1.1 0.2
C 1.151 8.022 3.995 -0.3 0.0 0.0
C 0.155 7.088 3.847 0.0 0.1 -0.1
C 0.223 -1.063 -2.599 0.3 3.0 -0.6
C 2.374 7.318 4.122 0.1 -0.2 0.0
C 5.126 8.694 8.063 0.0 0.1 -0.3
C -7.193 -3.847 -1.609 0.2 -0.1 1.1
C 1.172 -6.457 -1.952 0.6 -1.1 0.4
H -1.015 -2.175 -1.303 0.7 1.0 0.1
H 5.009 7.939 10.167 0.0 0.0 -0.1
H -0.913 7.199 3.724 0.1 0.0 0.0
H 0.757 -0.790 1.069 0.1 0.1 0.1
H 0.311 1.677 1.108 0.1 -0.2 0.1
H -4.752 -4.387 -6.096 -1.0 0.5 1.4
H -6.003 -5.430 -0.414 -0.7 0.3 -1.9
H 2.894 6.863 6.698 0.1 0.2 0.0
H 3.998 -1.214 -5.428 -2.6 -1.2 0.5
H -6.509 -2.101 -5.048 0.0 -1.4 -1.2
H 1.090 2.828 3.197 0.1 -0.1 0.0
H -6.435 -2.792 -6.853 -0.4 -0.1 1.9
H -2.249 -3.348 -3.207 0.8 -1.5 -0.6
H 6.859 5.543 -0.137 -0.1 0.0 0.0
H 2.778 5.826 1.306 0.1 0.0 0.0
H 1.686 -5.608 0.101 -1.6 0.1 -1.3
H -7.169 -3.531 -2.718 -0.2 -0.6 1.9
H 1.015 9.094 4.012 0.0 -0.1 0.0
H -6.562 -3.114 -0.968 -0.9 -1.2 -1.4
H -6.088 -5.156 -5.030 0.7 1.5 -0.6
H 0.073 -6.499 0.008 1.1 1.5 -0.9
H -7.648 -3.485 -5.584 1.5 1.0 -0.4
H 2.228 0.927 4.772 -0.1 0.0 -0.1
H -1.793 -5.892 -2.241 0.3 0.6 -1.7
H -1.007 -6.331 -3.906 -1.3 1.4 1.0
H 4.461 8.663 5.926 0.0 0.0 0.2
H 2.013 -1.406 3.400 0.0 0.1 -0.1
H 2.722 5.106 4.101 0.0 0.1 0.0
H 0.613 -4.237 -4.109 -0.6 1.2 1.7
H -7.563 -6.026 -1.199 1.8 0.9 -0.7
H 5.890 9.457 8.096 -0.1 -0.1 0.0
H -3.472 -7.168 -3.838 0.4 1.7 0.0
H 5.119 4.431 -1.904 0.0 0.1 0.1
H 5.350 6.441 1.933 -0.1 -0.1 -0.1
H 2.045 -7.189 -1.689 -1.5 1.3 -0.5
H -1.681 -3.974 -4.854 0.4 -0.1 2.0
H 1.594 -5.751 -2.756 -0.9 -1.0 1.3
H 2.825 4.666 -0.917 0.2 0.1 0.1
H -3.293 -5.781 -5.066 -0.1 -0.4 1.9
H 3.093 6.310 9.137 0.1 0.1 0.0
H 3.358 7.745 4.254 -0.1 -0.1 -0.1
H -1.184 -4.438 -0.805 1.7 0.0 0.1
H 0.238 4.971 3.784 0.1 0.2 0.1
H -8.264 -3.806 -1.154 1.8 0.0 -1.1
H 0.331 -7.150 -2.367 1.5 1.5 0.7
```
Positions in Å, forces in eV/Å.


This record from the Open Molecules 2025 dataset describes C7H6O in the gas phase in a non-equilibrium geometry. The level of theory is the ωB97M-V functional and the def2-TZVPD basis.

LUMO level   0.23 eV
F_max   4.9 eV/A
Energy above the lowest of the compared OMol25 structures with the same formula, charge and spin   5.770 eV
SMILES   C#CC1=C[C@@H]2C[C@@H]2O1
Frontier orbital gap   8.11 eV
HOMO   -7.88 eV

Geometry as XYZ:
```
14
Properties=species:S:1:pos:R:3:forces:R:3
O 0.163 -1.160 -0.439 -0.3 -1.0 -1.7
C -1.210 -0.754 -0.560 -1.3 -4.3 -0.7
C 0.982 -0.035 -0.497 -0.7 -0.1 3.5
C 0.104 1.003 -0.309 2.8 3.5 1.5
C 3.667 -0.091 -0.001 -1.9 -1.4 2.6
C 2.412 -0.323 -0.028 2.4 2.8 -1.9
C -1.853 -0.392 0.690 3.1 2.6 2.7
C -1.280 0.718 -0.425 -3.3 -0.3 0.6
H -1.842 -1.620 -0.917 1.1 1.5 -1.4
H -2.036 1.575 -0.673 1.5 -2.2 -0.1
H -1.041 -0.469 1.584 -2.8 0.2 -1.7
H 4.714 -0.084 0.619 -3.2 0.0 -2.2
H 0.184 2.023 0.190 1.3 -1.2 -1.4
H -2.965 -0.391 0.766 1.3 -0.1 0.2
```
Positions in Å, forces in eV/Å.


> What is the LUMO level in the second record?

-4.60 eV


> Look up the frontier orbital gap of the fourth one.

10.77 eV